18
Properties=species:S:1:pos:R:3:forces:R:3:nbo_charge:R:1 method="wB97M-V/def2-TZVPD" charge=-1 de_lowest_kj_mol=35.1 mol_weight_g_mol=116.140 smiles="CC(C)CNC(=O)[O-]" lumo_ev=3.6 orbital_gap_ha=0.2830 homo_ev=-4.1
C -0.88791 1.28083 -0.43379 -0.2 1.3 0.6 -0.611
C -0.53947 -0.21109 -0.28479 0.6 1.9 0.4 -0.272
C -1.84957 -0.93042 -0.12343 -0.5 -0.7 -0.3 -0.600
C 0.41148 -0.39866 0.93896 0.4 0.9 -1.3 -0.205
N 1.75544 0.17121 0.76475 -0.5 -0.5 -0.5 -0.718
C 2.64414 -0.34723 -0.32888 -0.3 0.7 1.0 0.868
O 2.24614 -1.37099 -0.90897 0.1 -0.2 0.0 -0.798
O 3.67469 0.34152 -0.45420 -0.1 -0.2 -0.3 -0.790
H -1.43315 1.74514 0.39728 -0.3 -0.6 0.5 0.177
H -1.55099 1.53192 -1.26837 0.4 -0.3 -0.4 0.193
H -0.02771 1.95922 -0.45085 0.2 -0.4 -0.6 0.207
H 0.09320 -0.36309 -1.15827 -0.4 -1.1 -0.2 0.249
H -2.54415 -0.72339 -0.94112 0.1 0.1 -0.2 0.193
H -2.38115 -0.61273 0.78059 0.3 0.1 0.1 0.190
H -1.78154 -2.01422 -0.06523 0.3 -0.2 0.0 0.203
H 0.53741 -1.46362 1.12881 -0.3 0.1 0.4 0.203
H -0.04702 0.22999 1.71416 0.0 -0.8 0.6 0.164
H 1.68016 1.17561 0.69334 0.4 0.1 0.1 0.347